ORCA calculation (ωB97M-V/def2-TZVPD) on a cluster of 10 separate species, C2H22ClO9 in total.

Atoms and positions in Å:
1 Cl -19.021 -19.831 -18.813
2 O -19.976 -17.459 -22.679
3 O -17.430 -22.646 -18.991
4 O -19.127 -16.721 -19.397
5 O -16.104 -18.942 -20.859
6 O -21.387 -21.795 -19.768
7 O -20.512 -17.556 -17.108
8 O -21.466 -18.276 -20.740
9 O -19.345 -20.444 -15.572
10 O -16.555 -19.732 -16.504
11 C -18.806 -18.177 -22.601
12 C -19.131 -19.695 -22.564
13 H -18.284 -17.932 -21.677
14 H -21.063 -18.123 -21.595
15 H -18.377 -16.227 -19.728
16 H -15.871 -18.019 -20.959
17 H -20.870 -22.297 -20.397
18 H -18.800 -17.614 -19.294
19 H -17.179 -19.768 -17.228
20 H -17.858 -21.824 -18.750
21 H -18.182 -20.229 -22.616
22 H -20.775 -21.149 -19.414
23 H -19.386 -20.403 -16.528
24 H -20.771 -18.672 -20.215
25 H -15.935 -20.439 -16.686
26 H -18.141 -17.868 -23.407
27 H -19.712 -20.128 -23.378
28 H -16.514 -22.408 -19.130
29 H -19.801 -16.516 -22.653
30 H -20.601 -18.509 -17.106
31 H -16.854 -18.937 -20.265
32 H -19.118 -19.554 -15.303
33 H -19.611 -19.996 -21.633
34 H -20.205 -17.346 -17.989

highest occupied orbital energy = -0.2567 Ha
energy above the lowest of the compared OMol25 structures with the same formula, charge and spin = 13.6 kcal per mole
net charge = -1
multiplicity = 1
LUMO = 2.459 eV



ORCA calculation (ωB97M-V/def2-TZVPD) on a structure of composition C15H31N5O7Sr.

Atoms and positions in Å:
1 Sr 0.892 -0.374 -0.715
2 O 2.109 1.941 -1.800
3 O 3.963 -0.667 -0.009
4 O 0.207 0.974 1.078
5 O -2.269 -0.723 -1.536
6 O -1.214 -2.784 0.482
7 O 0.505 -2.401 -2.636
8 O 5.083 0.143 -3.399
9 N -1.180 -0.166 -1.988
10 N 0.180 -2.493 0.186
11 N -1.841 0.105 1.499
12 N 2.814 -1.610 -0.123
13 N 1.259 1.251 -2.410
14 C 0.174 3.246 -3.013
15 C 2.446 -2.198 1.018
16 C 3.478 -2.473 2.047
17 C -0.901 1.897 2.939
18 C 0.780 -3.796 2.171
19 C -1.216 1.124 -2.454
20 C -2.536 1.599 -2.880
21 C -3.398 2.317 3.203
22 C -0.003 1.852 -2.568
23 C -3.055 -0.045 2.288
24 C -3.914 1.215 2.293
25 C -2.041 2.893 2.826
26 C 1.069 -2.791 1.121
27 C 4.026 -0.786 -3.675
28 C -0.824 0.952 1.782
29 H -2.074 3.316 1.809
30 H -3.348 1.940 4.231
31 H 4.029 -3.375 1.758
32 H -2.446 2.590 -3.287
33 H -2.935 0.952 -3.655
34 H -0.961 1.297 3.855
35 H -0.073 -4.400 1.870
36 H 4.178 -1.390 -4.592
37 H 0.517 3.923 -2.241
38 H 3.147 -0.161 -3.801
39 H -3.607 -0.884 1.836
40 H 0.971 3.241 -3.749
41 H -3.276 1.606 -2.087
42 H 5.937 -0.272 -3.592
43 H 0.058 2.427 2.919
44 H 4.199 -1.659 2.089
45 H -4.036 1.587 1.264
46 H 0.324 -3.166 -2.026
47 H 1.642 -4.467 2.288
48 H -4.121 3.142 3.203
49 H -0.711 3.643 -3.484
50 H 0.569 -3.380 3.160
51 H -1.802 3.733 3.494
52 H -0.375 -2.135 -2.980
53 H -1.733 -0.507 0.712
54 H -4.922 0.920 2.625
55 H -1.732 -2.376 -0.262
56 H 3.817 0.099 -0.618
57 H 3.873 -1.462 -2.833
58 H -2.799 -0.328 3.311
59 H 3.096 -2.656 3.051

highest occupied orbital energy (spin up / spin down) = -0.2040 / -0.2060 Ha
energy above the lowest of the compared OMol25 structures with the same formula, charge and spin = 0.0 kcal per mole
net charge = 0
multiplicity = 1
LUMO (spin up / spin down) = -1.580 / -1.580 eV



ORCA calculation (ωB97M-V/def2-TZVPD) on a structure of composition C10H6BeNO5S.

Atoms and positions in Å:
1 S 1.274 -0.527 -0.363
2 O -3.104 1.065 -2.453
3 O -0.668 3.129 -6.779
4 O -0.842 1.963 0.681
5 O 1.496 1.524 -2.693
6 O -1.182 -2.189 -1.986
7 N -0.051 -1.545 1.734
8 C 0.380 1.065 -2.822
9 C -0.330 -1.788 3.055
10 C 0.994 -0.758 1.322
11 C -0.921 -1.069 -1.854
12 C 0.469 -1.244 4.036
13 C 1.523 -0.390 3.660
14 C 1.780 -0.144 2.314
15 C -0.737 1.415 -0.340
16 C -2.043 0.793 -2.047
17 C -0.627 2.682 -5.728
18 Be -0.521 0.443 -1.571
19 H 2.154 0.071 4.424
20 H -1.186 -2.438 3.214
21 H -0.079 0.880 -3.843
22 H 2.561 0.532 1.960
23 H -0.618 -1.978 1.001
24 H 0.278 -1.491 5.078

highest occupied orbital energy = -0.4481 Ha
energy above the lowest of the compared OMol25 structures with the same formula, charge and spin = 36.4 kcal per mole
net charge = +1
multiplicity = 1
LUMO = -4.986 eV



ORCA calculation (ωB97M-V/def2-TZVPD) on a structure of composition C20H16BrLaN2O8S3.

Atoms and positions in Å:
1 La 0.244 -0.050 0.009
2 Br 0.497 2.987 0.132
3 S -2.790 0.626 -0.589
4 S -0.950 -0.070 -6.478
5 S 0.212 -1.451 -2.747
6 O 2.851 0.081 -0.134
7 O 0.068 -0.197 -7.500
8 O -1.514 -0.539 1.617
9 O 2.084 -3.946 1.884
10 O 1.238 -2.212 0.747
11 O 4.805 -1.008 0.233
12 O 1.260 -0.039 2.464
13 O -2.337 0.017 -6.895
14 N -0.736 -1.153 -5.244
15 N -2.822 -0.735 1.670
16 C 1.971 -2.766 1.620
17 C -0.248 0.944 -4.248
18 C 1.494 -1.119 3.358
19 C 0.199 3.221 -3.653
20 C -0.608 2.700 -5.884
21 C -4.587 -1.748 2.872
22 C -0.602 1.389 -5.501
23 C 2.653 0.875 4.056
24 C -3.275 -1.398 2.733
25 C 1.889 -0.328 4.637
26 C 0.214 1.880 -3.338
27 C -0.214 3.603 -4.884
28 C -0.307 -0.536 -4.121
29 C 2.657 -1.825 2.655
30 C 2.531 0.580 2.574
31 C -4.992 -0.603 0.768
32 C 3.464 -0.539 2.123
33 C 3.721 -0.520 0.593
34 C -3.596 -0.280 0.638
35 C -5.438 -1.361 1.837
36 H -0.748 2.997 -6.909
37 H -6.445 -1.704 1.813
38 H -4.859 -2.366 3.670
39 H 4.427 -0.516 2.567
40 H 1.001 -0.031 5.110
41 H 2.631 1.461 1.917
42 H 2.454 -0.960 5.294
43 H 2.110 1.755 4.323
44 H 0.604 3.898 -2.868
45 H 3.255 -2.488 3.283
46 H 0.603 -1.704 3.549
47 H 0.515 1.604 -2.358
48 H 3.702 0.935 4.369
49 H -5.660 -0.306 -0.033
50 H -0.156 4.687 -5.141
51 H -2.473 -1.742 3.411

highest occupied orbital energy = -0.1236 Ha
energy above the lowest of the compared OMol25 structures with the same formula, charge and spin = 2.3 kcal per mole
net charge = -2
multiplicity = 1
LUMO = 4.017 eV



ORCA calculation (ωB97M-V/def2-TZVPD) on a cluster of 2 separate species, C5H5F3O in total.

Atoms and positions in Å:
1 F 3.390 0.348 0.174
2 F 1.549 1.602 0.371
3 F 1.728 -2.160 0.045
4 O 1.612 -0.047 -1.261
5 C -0.852 -0.845 0.564
6 C 1.269 -0.846 -0.153
7 C -1.923 0.934 -0.695
8 C 2.069 0.341 -0.008
9 C -1.427 0.430 0.425
10 H -0.707 -1.260 1.512
11 H -0.821 -1.558 -0.247
12 H -1.606 1.014 1.331
13 H -1.713 0.245 -1.462
14 H -2.566 1.802 -0.595

highest occupied orbital energy (spin up / spin down) = -0.2516 / -0.4000 Ha
net charge = 0
multiplicity = 3
LUMO (spin up / spin down) = 0.934 / -2.363 eV



ORCA calculation (ωB97M-V/def2-TZVPD) on a structure of composition C20H22N4OsS2.

Atoms and positions in Å:
1 Os -0.292 0.592 0.102
2 S -0.162 2.790 0.125
3 S -2.698 0.767 0.208
4 N 3.209 4.607 -0.388
5 N 2.390 1.958 -0.231
6 N 1.749 0.788 -0.374
7 N 2.002 4.259 -0.291
8 C 3.954 -0.093 -0.924
9 C -3.155 1.214 1.894
10 C 6.822 3.962 1.583
11 C 1.573 2.960 -0.091
12 C 4.668 -1.097 -1.513
13 C -0.449 -2.385 -0.962
14 C -1.444 -1.972 -0.170
15 C 5.726 3.176 1.949
16 C 4.417 4.264 0.282
17 C 6.716 4.886 0.554
18 C -3.271 2.243 -0.648
19 C -0.877 -1.322 1.030
20 C 0.522 -1.283 0.877
21 C 4.520 3.309 1.297
22 C 5.509 5.045 -0.096
23 C 4.056 -2.250 -2.120
24 C 2.728 -2.375 -2.055
25 C 1.854 -1.368 -1.403
26 C 0.904 -2.075 -0.368
27 C 2.553 -0.187 -0.858
28 H 4.670 -2.997 -2.603
29 H 2.231 -3.238 -2.487
30 H -2.500 -2.117 -0.345
31 H 3.278 5.476 -0.919
32 H 4.450 0.765 -0.498
33 H -4.194 1.542 1.894
34 H -2.508 2.003 2.269
35 H 7.566 5.491 0.271
36 H 3.677 2.716 1.595
37 H -1.401 -1.152 1.956
38 H 1.197 -0.970 -2.190
39 H 5.819 2.464 2.758
40 H -2.974 2.158 -1.691
41 H 7.760 3.853 2.111
42 H -0.570 -2.890 -1.914
43 H 1.404 -2.995 -0.049
44 H -2.860 3.151 -0.213
45 H -4.356 2.249 -0.575
46 H -3.068 0.325 2.513
47 H 1.217 -1.166 1.693
48 H 5.406 5.776 -0.891
49 H 5.751 -1.026 -1.518

highest occupied orbital energy (spin up / spin down) = -0.5139 / -0.5117 Ha
energy above the lowest of the compared OMol25 structures with the same formula, charge and spin = 62.1 kcal per mole
net charge = +2
multiplicity = 1
LUMO (spin up / spin down) = -8.454 / -8.472 eV



What largest force on an atom values result from the calculations? In sequence: 2.01 4.64 9.21 3.01 4.81 1.97 eV/A.